(1)
The following is a DFT calculation (ωB97M-V/def2-TZVPD) of a single C5H9NOS molecule at a distorted geometry.

Geometry as XYZ:
```
17
Properties=species:S:1:pos:R:3:lowdin_charge:R:1
N -1.20993 -1.70579 0.73082 0.072
C -0.41779 -0.56346 1.14890 -0.293
C 0.96485 -0.34350 0.58802 -0.195
C 1.44466 -1.26778 -0.52804 -0.158
O 0.48581 -1.14735 -1.55928 -0.140
C -0.28689 0.05301 -1.38685 -0.167
C -0.17964 0.46075 0.09271 -0.708
S -0.24261 2.21461 0.45591 0.789
H -2.18997 -1.55111 0.94919 0.086
H -0.88810 -2.57058 1.11770 0.073
H -0.53229 -0.20523 2.18472 0.139
H 1.73099 0.11805 1.22825 0.146
H 2.38869 -0.91902 -0.97668 0.123
H 1.55863 -2.31142 -0.21624 0.123
H -1.32634 -0.11042 -1.71164 0.123
H 0.10580 0.78285 -2.10479 0.116
H -1.53381 2.41828 0.10490 -0.128
```

Values from the calculation:
**HOMO level**: -9.09 eV
**Net charge**: 0
**Structure (SMILES)**: N[C@H]1[C@H]2COC[C@]21S
**Relative energy (zero: lowest compared OMol25 entry of this formula, charge and spin)**: 195.9 kJ/mol

***

(2)
The following is a DFT calculation (ωB97M-V/def2-TZVPD) of a single C22H27N5O molecule.

Geometry as XYZ:
```
55
Properties=species:S:1:pos:R:3:lowdin_charge:R:1
C -1.55690 -1.82554 -1.69409 -0.005
N -0.80546 -0.95199 -0.83704 -0.016
C 0.15888 -1.30446 0.06586 -0.300
C 0.60489 -2.70363 0.30332 -0.085
C 1.62965 -3.16791 -0.74877 -0.178
N 0.98154 -3.62872 -1.96715 -0.210
C 1.75385 -3.35302 -3.16733 -0.197
C 0.93278 -3.68751 -4.40953 -0.183
C 0.52215 -5.15553 -4.38895 -0.207
C -0.22028 -5.44610 -3.08953 -0.183
C 0.64000 -5.04061 -1.89655 -0.201
N 0.66398 -0.28217 0.70217 0.167
C 0.01329 0.81954 0.21849 -0.219
C 0.16707 2.16199 0.54226 0.032
C -0.65707 3.07884 -0.09540 -0.252
N -0.57594 4.45281 0.17484 0.123
C -0.43249 5.12745 1.36881 -0.521
O -0.32003 6.33508 1.36738 0.064
N -0.47358 4.32910 2.47764 0.138
C -0.31086 4.68711 3.81545 -0.222
C -0.02596 5.98609 4.22537 -0.015
C 0.12868 6.26182 5.57149 -0.084
C 0.00412 5.26101 6.52003 -0.107
C -0.27734 3.96747 6.11289 -0.096
C -0.43371 3.67935 4.77126 -0.035
C -1.57852 2.66003 -1.07053 -0.030
C -1.72455 1.33409 -1.41678 -0.010
C -0.92952 0.41194 -0.75515 -0.167
H -1.86156 -1.27678 -2.58445 0.092
H -0.91985 -2.66285 -1.98359 0.061
H -2.45311 -2.19381 -1.18538 0.100
H 1.07946 -2.72063 1.28429 0.120
H -0.25164 -3.37882 0.31103 0.112
H 2.28013 -2.32304 -0.98455 0.124
H 2.25910 -3.95944 -0.31300 0.122
H 2.00968 -2.29032 -3.17229 0.122
H 2.69374 -3.93359 -3.18323 0.128
H 0.03978 -3.06014 -4.42504 0.109
H 1.52152 -3.46689 -5.30119 0.111
H -0.11045 -5.38560 -5.24778 0.109
H 1.41360 -5.78450 -4.44793 0.113
H -1.15411 -4.88074 -3.06982 0.109
H -0.46280 -6.50744 -3.01542 0.111
H 0.09177 -5.21976 -0.96823 0.118
H 1.55198 -5.66543 -1.87584 0.128
H 0.93179 2.46489 1.23923 0.125
H -0.75299 5.07296 -0.60290 0.150
H -0.67876 3.35151 2.31893 0.117
H 0.06833 6.76528 3.48809 0.097
H 0.34893 7.27295 5.88070 0.102
H 0.12566 5.48548 7.56912 0.096
H -0.37526 3.17742 6.84319 0.101
H -0.65009 2.66773 4.45481 0.109
H -2.18562 3.40829 -1.55847 0.110
H -2.43788 1.03672 -2.17076 0.106
```

Values from the calculation:
**HOMO level**: -7.92 eV
**Net charge**: 0
**Structure (SMILES)**: Cn1c(CCN2CCCCC2)nc2cc(NC(=O)Nc3ccccc3)ccc21
**Relative energy (zero: lowest compared OMol25 entry of this formula, charge and spin)**: 0.0 kJ/mol

***

(3)
The following is a DFT calculation (ωB97M-V/def2-TZVPD) of a single C5H8N2 molecule at a distorted geometry.

Geometry as XYZ:
```
15
Properties=species:S:1:pos:R:3:lowdin_charge:R:1
C 0.59987 -1.20516 0.55869 -0.026
C 0.20455 0.04681 -0.19259 -0.538
C -1.27805 0.15830 -0.53306 -0.116
C -2.13230 -0.04847 0.64126 -0.221
N -2.77298 -0.24956 1.58397 0.144
C 0.99394 1.28810 -0.01820 -0.112
N 1.04848 0.53681 -1.27492 0.051
H 0.50721 -2.09044 -0.08289 0.089
H 1.63369 -1.13910 0.91553 0.084
H -0.04756 -1.35294 1.43033 0.078
H -1.54169 -0.59210 -1.28759 0.130
H -1.48817 1.13940 -0.97030 0.125
H 1.85545 1.25392 0.64680 0.108
H 0.51121 2.26124 -0.08319 0.105
H 1.90637 -0.00682 -1.33385 0.096
```

Values from the calculation:
**HOMO level**: -10.01 eV
**Net charge**: 0
**Structure (SMILES)**: C[C@@]1(CC#N)CN1
**Relative energy (zero: lowest compared OMol25 entry of this formula, charge and spin)**: 119.7 kJ/mol

***

(4)
The following is a DFT calculation (ωB97M-V/def2-TZVPD) of a single C5H10O molecule.

Geometry as XYZ:
```
16
Properties=species:S:1:pos:R:3:lowdin_charge:R:1
C -0.93455 0.50922 -2.28741 -0.105
C -0.16515 0.04214 -1.08705 -0.163
C 0.05658 0.79751 -0.01222 -0.077
C 0.38865 0.25220 1.35472 -0.444
C 1.26365 -0.99169 1.42756 -0.056
O -0.89059 -0.02201 1.93337 -0.048
H -1.43650 1.45938 -2.07773 0.073
H -1.71189 -0.22101 -2.54427 0.074
H -0.30198 0.63260 -3.17207 0.072
H 0.16844 -0.99672 -1.09289 0.101
H -0.28624 1.83293 -0.01626 0.115
H 0.83154 1.03560 1.98003 0.136
H 0.85446 -1.80254 0.81567 0.070
H 1.26975 -1.34148 2.46395 0.081
H 2.29600 -0.79795 1.11831 0.084
H -1.40217 -0.38818 1.19628 0.088
```

Values from the calculation:
**HOMO level**: -9.54 eV
**Net charge**: 0
**Structure (SMILES)**: C/C=C/[C@H](C)O
**Relative energy (zero: lowest compared OMol25 entry of this formula, charge and spin)**: 91.6 kJ/mol

***

(5)
The following is a DFT calculation (ωB97M-V/def2-TZVPD) of 2 unconnected molecules or ions with the total composition C6H13N2O2 at a distorted geometry.

Geometry as XYZ:
```
23
Properties=species:S:1:pos:R:3:lowdin_charge:R:1
C 0.30956 2.21445 0.75536 -0.120
C -0.95768 -1.89012 1.01480 -0.166
C -0.23870 0.68020 -1.97869 -0.077
C -0.85060 1.20922 0.41365 -0.261
C -1.24346 -1.21745 -0.37054 -0.249
C -0.60013 0.14817 -0.60349 -0.312
N 1.59418 -1.31214 -0.45883 0.193
N 2.58164 -0.91643 0.11424 -0.631
O 3.65295 -1.65799 -0.05596 -0.170
O 2.76591 0.08732 0.93697 -0.157
H 0.12519 2.65953 1.78865 0.075
H 1.23173 1.63735 0.95717 0.029
H 0.55444 2.89702 -0.14588 0.078
H -1.46008 -1.42160 1.93571 0.057
H 0.06889 -1.84846 1.56344 0.082
H -1.14823 -3.02218 1.13858 0.071
H -1.07977 0.39089 -2.55520 0.047
H 0.65377 0.12708 -2.39262 0.082
H -0.11107 1.76074 -1.89194 0.058
H -1.81337 1.91563 0.16481 0.145
H -1.02961 0.72294 1.30331 0.042
H -0.69621 -1.91091 -1.07428 0.096
H -2.30935 -1.25328 -0.55924 0.088
```

Values from the calculation:
**HOMO level (alpha / beta)**: -4.20 / -3.53 eV
**Net charge**: -1
**Relative energy (zero: lowest compared OMol25 entry of this formula, charge and spin)**: 660.2 kJ/mol

***

(6)
The following is a DFT calculation (ωB97M-V/def2-TZVPD) of a single C5H7N molecule at a distorted geometry.

Geometry as XYZ:
```
13
Properties=species:S:1:pos:R:3:lowdin_charge:R:1
C 0.85139 0.38111 1.21956 -0.033
C 0.26361 -0.03387 -0.12050 -0.470
C 1.25077 -0.45509 -1.09815 -0.183
N 2.00893 -0.93329 -1.83174 0.152
C -1.03630 -0.79495 -0.32953 -0.079
C -0.99407 0.67818 -0.56335 -0.086
H 0.07743 0.43089 1.99179 0.086
H 1.64170 -0.29473 1.55729 0.084
H 1.28595 1.38288 1.11792 0.090
H -1.57573 -1.21180 0.51418 0.109
H -1.03847 -1.41771 -1.22052 0.111
H -1.43179 1.29434 0.21902 0.109
H -1.08452 1.08747 -1.56340 0.111
```

Values from the calculation:
**HOMO level**: -10.47 eV
**Net charge**: 0
**Structure (SMILES)**: CC1(C#N)CC1
**Relative energy (zero: lowest compared OMol25 entry of this formula, charge and spin)**: 104.0 kJ/mol